C35H30ClIMgNO8P3S2 as an isolated structure. Source: the Open Molecules 2025 dataset; level of theory: ωB97M-V with the def2-TZVPD basis set.

The calculated total energy comes out at -4787.4066 Eh. As for the relative energy (zero: lowest compared OMol25 entry of this formula, charge and spin): 0.000 eV. The molar mass is 936.3 g/mol. For the LUMO energy, the calculation gives 0.141 Eh. The HOMO-LUMO gap is 5.30 eV. Its HOMO energy is -1.45 eV.

Structure (ORCA input):
```
! wB97M-V def2-TZVPD RIJCOSX def2/J DEFGRID3
* xyz -2 1
Mg 1.11 1.12 0.54
C -0.14 3.31 3.76
C -0.18 1.79 3.88
O -0.68 1.42 5.19
P -1.26 1.00 2.63
O -2.16 0.04 3.51
O -2.26 2.04 2.02
O -0.47 0.29 1.59
P 1.53 1.09 3.74
O 1.28 -0.51 3.76
O 2.16 1.44 5.04
O 2.06 1.51 2.40
H -1.14 3.72 3.92
H 0.21 3.62 2.78
H 0.54 3.70 4.52
H 0.12 1.31 5.72
H -1.86 0.15 4.44
H -1.84 2.50 1.22
H 1.03 -0.83 2.88
Cl 7.58 0.27 -2.02
C 5.98 0.03 -1.36
C 5.54 -1.23 -1.09
C 4.26 -1.45 -0.55
I 3.62 -3.40 -0.19
C 3.37 -0.41 -0.25
O 2.22 -0.58 0.25
C 3.87 0.93 -0.57
N 3.01 1.94 -0.31
C 3.35 3.17 -0.56
C 4.61 3.50 -1.10
C 5.50 2.50 -1.37
C 5.15 1.16 -1.11
H 6.18 -2.07 -1.30
H 2.61 3.93 -0.34
H 4.86 4.53 -1.29
H 6.48 2.71 -1.78
S -0.19 3.40 0.24
C -0.10 3.66 -1.51
C -0.28 4.97 -1.98
C -0.20 5.30 -3.32
C 0.07 4.29 -4.24
C 0.25 2.99 -3.80
C 0.17 2.63 -2.44
S 0.39 0.95 -1.99
H -0.48 5.74 -1.24
H -0.34 6.32 -3.65
H 0.15 4.51 -5.30
H 0.47 2.20 -4.51
C -2.18 -4.81 -4.01
C -0.86 -4.47 -3.71
C -0.60 -3.56 -2.70
C -1.63 -3.00 -1.95
C -2.94 -3.34 -2.27
C -3.22 -4.24 -3.29
P -1.13 -1.84 -0.61
C -2.71 -0.95 -0.34
C -3.53 -1.08 0.79
C -4.66 -0.29 0.93
C -5.00 0.63 -0.05
C -4.18 0.78 -1.17
C -3.04 0.00 -1.30
C -1.06 -3.05 0.78
C -1.99 -4.05 1.05
C -1.82 -4.91 2.12
C -0.71 -4.79 2.94
C 0.25 -3.82 2.67
C 0.07 -2.96 1.59
H -2.39 -5.51 -4.81
H -0.05 -4.90 -4.28
H 0.43 -3.27 -2.48
H -3.76 -2.89 -1.72
H -4.24 -4.50 -3.53
H -3.26 -1.76 1.58
H -5.27 -0.38 1.82
H -5.87 1.26 0.06
H -4.41 1.53 -1.92
H -2.37 0.16 -2.14
H -2.86 -4.15 0.41
H -2.56 -5.68 2.32
H -0.57 -5.46 3.78
H 1.12 -3.72 3.29
H 0.82 -2.21 1.35
*
```